Run 1
DFT (ωB97M-V with the def2-TZVPD basis set) results for C40H33F6GeN6O4PSr as an isolated structure.

Atoms and positions in Å:
Sr (0.44929, -0.84532, 1.29147)
O (0.26572, 0.17139, 5.55352)
C (0.00217, -0.13024, 4.40412)
O (0.74933, -0.15312, 3.38815)
C (-1.40407, -0.48275, 4.07300)
C (-2.39366, -0.57897, 5.03466)
C (-3.67393, -0.58112, 4.59891)
C (-4.01043, -0.78743, 3.28038)
C (-2.98453, -0.70372, 2.35398)
N (-1.73678, -0.52118, 2.79499)
C (-3.14512, -0.56281, 0.83932)
O (-4.16060, -0.88032, 0.27982)
O (-2.02266, -0.16412, 0.20744)
H (-2.09282, -0.39543, 6.07687)
H (-4.54345, -0.53581, 5.26473)
H (-5.00204, -1.04736, 2.93987)
C (2.34224, -1.50739, -1.73398)
N (2.00109, -2.51299, -0.71132)
C (3.17023, -3.22930, -0.23061)
C (3.54849, -2.67403, 1.12799)
N (2.90992, -1.81321, 1.89350)
C (3.76902, -1.55001, 2.98456)
C (3.60685, -0.65063, 4.07726)
C (4.68063, -0.57955, 4.97718)
C (5.83824, -1.36473, 4.81158)
C (5.92702, -2.26921, 3.79223)
C (4.86865, -2.33707, 2.96015)
N (4.72187, -3.02745, 1.67214)
C (2.65566, -0.14894, -1.16800)
N (2.21316, 0.51208, -0.14393)
C (2.82060, 1.73165, -0.20571)
C (2.73555, 2.80680, 0.66380)
C (3.66627, 3.82027, 0.53259)
C (4.58762, 3.87264, -0.54317)
C (4.63839, 2.88928, -1.45858)
C (3.74049, 1.81761, -1.28207)
N (3.65126, 0.51625, -1.87160)
H (1.40585, -1.33514, -2.30707)
H (2.94815, -1.82201, -2.61416)
H (1.25446, -3.05791, -1.01579)
H (4.03084, -3.28916, -0.96989)
H (2.79057, -4.24180, 0.03911)
H (2.68649, -0.13474, 4.12594)
H (4.55029, 0.16220, 5.79058)
H (6.61018, -1.27040, 5.63289)
H (6.78521, -2.93710, 3.70120)
H (5.47369, -3.65127, 1.33813)
H (2.13781, 2.77998, 1.55525)
H (3.71184, 4.65019, 1.21124)
H (5.27889, 4.70233, -0.62464)
H (5.25235, 2.86969, -2.31332)
H (4.00034, 0.23626, -2.77652)
F (-0.78130, -3.03971, -0.69998)
P (-0.99387, -4.21424, 0.39943)
F (-2.39508, -3.53972, 0.68705)
F (0.46700, -4.75002, 0.00259)
F (-1.60484, -5.17328, -0.71772)
F (-1.18248, -5.40107, 1.53427)
F (-0.25320, -3.30672, 1.54332)
C (-0.82720, 2.45566, 0.05238)
Ge (-1.86269, 1.20511, -1.03495)
C (-0.95989, 0.45370, -2.55786)
C (0.07745, 1.15256, -3.16615)
C (0.73870, 0.63326, -4.27166)
C (0.44339, -0.56562, -4.79307)
C (-0.63033, -1.27586, -4.24853)
C (-1.29244, -0.75572, -3.13203)
C (-3.58431, 1.94857, -1.24698)
C (-4.29363, 2.06799, -0.06835)
C (-5.62908, 2.39577, 0.01015)
C (-6.27913, 2.63041, -1.17093)
C (-5.64022, 2.60248, -2.45994)
C (-6.42002, 2.75307, -3.66387)
C (-5.82896, 2.42466, -4.87913)
C (-4.43309, 2.10952, -4.92032)
C (-3.67119, 2.06219, -3.77104)
C (-4.24550, 2.21506, -2.49161)
H (0.20460, 2.32459, 0.10392)
H (-1.34151, 2.40748, 1.01973)
H (-1.08382, 3.46933, -0.24223)
H (0.37900, 2.10208, -2.74047)
H (1.49786, 1.13998, -4.80975)
H (0.96009, -1.00275, -5.62462)
H (-1.05924, -2.18373, -4.68051)
H (-2.04557, -1.40999, -2.71445)
H (-3.72940, 1.78100, 0.84668)
H (-6.12739, 2.52718, 0.94556)
H (-7.33565, 2.87002, -1.19345)
H (-7.50502, 2.94225, -3.61529)
H (-6.46460, 2.47669, -5.75257)
H (-3.95633, 1.87586, -5.83939)
H (-2.61768, 1.82709, -3.93640)

Computed properties:
HOMO (eV): -8.535
LUMO energy (eV): 0.0
Kohn-Sham gap (eV): 8.55



Run 2
DFT (ωB97M-V with the def2-TZVPD basis set) results for C40H33F6GeN6O4PSr as an isolated structure.

Atoms and positions in Å:
Sr (-0.08385, -1.98844, 0.32673)
O (-1.76338, 2.21417, 2.91289)
C (-1.20699, 1.26972, 2.45378)
O (-1.27832, 0.91074, 1.16852)
C (-0.24864, 0.45574, 3.25541)
C (-0.00208, 0.93632, 4.52366)
C (0.94295, 0.23206, 5.35793)
C (1.53343, -0.92100, 4.79185)
C (1.23936, -1.27429, 3.45207)
N (0.36815, -0.59961, 2.72142)
C (1.97971, -2.42021, 2.76627)
O (3.21462, -2.33383, 2.83942)
O (1.21852, -3.15650, 2.16034)
H (-0.40905, 1.86530, 4.84435)
H (1.33666, 0.54533, 6.34435)
H (2.31418, -1.56333, 5.27165)
C (2.62002, 0.07851, -0.37749)
N (2.55739, -1.22676, 0.18439)
C (3.14574, -2.31240, -0.62531)
C (2.67143, -3.64574, -0.23707)
N (1.50511, -4.11930, -0.67511)
C (1.39147, -5.36199, 0.00310)
C (0.41320, -6.32683, -0.10756)
C (0.65671, -7.58595, 0.57675)
C (1.79511, -7.79725, 1.32315)
C (2.77418, -6.80789, 1.47504)
C (2.49869, -5.55481, 0.83490)
N (3.37127, -4.48163, 0.57450)
C (1.73833, 0.09492, -1.58762)
N (0.56857, -0.50175, -1.62740)
C (-0.00626, -0.09659, -2.87439)
C (-1.14300, -0.64330, -3.49886)
C (-1.45389, -0.16627, -4.73902)
C (-0.52768, 0.64653, -5.49256)
C (0.62470, 1.06122, -4.89649)
C (0.90246, 0.62702, -3.55628)
N (2.01011, 0.81859, -2.71336)
H (3.61421, 0.34309, -0.74485)
H (2.31531, 0.74166, 0.35935)
H (3.04563, -1.31905, 1.09018)
H (4.22069, -2.22695, -0.80809)
H (2.80523, -2.15266, -1.64079)
H (-0.51070, -6.08512, -0.60817)
H (-0.04367, -8.38410, 0.56002)
H (1.93516, -8.70362, 1.95387)
H (3.55856, -6.92023, 2.19664)
H (3.97865, -4.12021, 1.28275)
H (-1.73603, -1.32127, -2.82725)
H (-2.42074, -0.51186, -5.12796)
H (-0.86496, 1.01743, -6.44940)
H (1.31093, 1.60241, -5.52949)
H (2.86015, 1.27569, -2.87042)
F (-2.33340, -2.52647, -0.98709)
P (-3.24169, -3.15709, 0.36892)
F (-1.99379, -4.12958, 0.73925)
F (-4.34751, -2.12190, -0.03245)
F (-2.38476, -2.01310, 1.31257)
F (-4.03473, -3.61447, 1.65944)
F (-3.77321, -4.23681, -0.63465)
C (-3.12570, 1.07685, -1.30771)
Ge (-2.04787, 2.13740, -0.07114)
C (-3.22294, 3.42630, 0.85544)
C (-2.73614, 4.66867, 1.10171)
C (-3.49540, 5.68434, 1.58034)
C (-4.86305, 5.44735, 1.82619)
C (-5.39405, 4.15313, 1.60587)
C (-4.55064, 3.19476, 1.09263)
C (-0.74283, 3.09047, -1.12186)
C (-1.10622, 3.44883, -2.35907)
C (-0.12721, 3.92637, -3.25193)
C (1.24379, 3.97915, -2.94649)
C (1.64211, 3.78798, -1.57161)
C (3.02061, 3.90496, -1.19550)
C (3.40954, 3.61888, 0.07107)
C (2.35396, 3.26720, 1.06234)
C (1.07450, 3.19530, 0.68280)
C (0.63761, 3.36169, -0.67209)
H (-2.92514, 0.01845, -1.35375)
H (-2.79196, 1.41003, -2.33441)
H (-4.14949, 1.28809, -1.13558)
H (-1.70664, 4.95871, 0.95085)
H (-3.02473, 6.62263, 1.94695)
H (-5.53880, 6.26017, 2.04368)
H (-6.40197, 3.89312, 1.90050)
H (-5.03223, 2.25691, 0.81398)
H (-2.17123, 3.37580, -2.68346)
H (-0.39495, 4.02258, -4.23998)
H (1.94444, 4.13342, -3.72293)
H (3.63098, 4.34903, -2.00391)
H (4.42606, 3.67508, 0.50642)
H (2.65225, 3.16897, 2.10541)
H (0.28506, 2.89107, 1.40895)

Computed properties:
HOMO (eV): -8.390
LUMO energy (eV): -0.3
Kohn-Sham gap (eV): 8.12



Result of the stability comparison: run 2 is the most stable of them.



Run 1
DFT (ωB97M-V with the def2-TZVPD basis set) results for one molecule with the formula C5H8O3.

Atoms and positions in Å:
C (0.66821, 1.54693, -0.58856)
C (0.08653, 0.30903, 0.04948)
C (1.12368, -0.52184, 0.85415)
C (-1.68767, -0.92477, -0.58971)
C (-2.00487, -0.28247, 0.51931)
H (-0.05150, 1.91334, -1.33214)
H (1.61779, 1.33600, -1.09246)
H (0.82702, 2.37267, 0.12938)
H (0.60968, -1.33123, 1.36159)
H (1.62029, 0.09096, 1.59602)
H (1.69394, -1.60957, -0.62070)
H (-2.23265, -1.61334, -1.23614)
H (-2.92960, -0.38680, 1.07379)
O (2.12936, -1.01332, 0.00146)
O (-0.44535, -0.51105, -0.99554)
O (-1.02488, 0.62546, 0.87005)

Computed properties:
SMILES: CC1(CO)OC=CO1
HOMO (eV): -8.225
LUMO energy (eV): 0.9
Kohn-Sham gap (eV): 9.15



Run 2
DFT (ωB97M-V with the def2-TZVPD basis set) results for C5H8O3 as an isolated structure.

Atoms and positions in Å:
C (-0.65374, 1.46472, 0.12124)
C (-0.18614, 0.06179, -0.00213)
C (-1.17517, -1.05743, 0.13651)
C (1.95015, -0.66620, 0.57972)
C (2.07193, -0.38840, -0.85304)
H (-1.48795, 1.65897, -0.59410)
H (-1.23142, 1.94287, 1.01795)
H (0.11931, 2.15794, -0.36386)
H (-0.50370, -1.80545, -0.52351)
H (-0.98920, -1.44423, 1.44012)
H (-2.54356, 0.34177, -0.16169)
H (2.44182, -1.05271, 1.43428)
H (3.02937, -0.34496, -1.45666)
O (-2.34221, -0.90350, -0.43870)
O (0.79452, 0.00563, 0.90372)
O (0.70599, 0.02919, -1.23985)

Computed properties:
HOMO (eV): -7.989
LUMO energy (eV): 0.5
Kohn-Sham gap (eV): 8.46



Run 3
DFT (ωB97M-V with the def2-TZVPD basis set) results for one molecule with the formula C5H8O3.

Atoms and positions in Å:
C (1.21616, 0.08723, -0.20333)
C (0.62138, -1.25756, -0.49089)
C (-0.69605, -1.22071, -0.56277)
C (-1.34664, 0.10523, -0.12922)
C (-0.09083, 0.90839, 0.19474)
H (2.65372, -0.64821, 0.79266)
H (1.73713, 0.55733, -1.09073)
H (1.25588, -2.09220, -0.73406)
H (-1.31675, -2.05991, -0.70777)
H (-1.70027, 0.67655, -1.00872)
H (-1.98960, -0.82153, 1.43405)
H (-0.10208, 1.07939, 1.29035)
H (0.29050, 2.75923, -0.08209)
O (1.99398, 0.01169, 0.98510)
O (-2.32164, -0.12927, 0.84822)
O (-0.20489, 2.04435, -0.53557)

Computed properties:
SMILES: O[C@H]1[C@H](O)C=C[C@@H]1O
HOMO (eV): -9.821
LUMO energy (eV): 0.8
Kohn-Sham gap (eV): 10.65



Result of the stability comparison: run 1 is the most stable of them.



Run 1
DFT (ωB97M-V with the def2-TZVPD basis set) results for C5H8O3 as an isolated structure.

Atoms and positions in Å:
C (-0.81136, -0.82779, -1.20450)
C (0.37571, -0.31219, -0.22744)
C (1.06357, -0.90448, 0.81809)
C (-0.24895, -0.23327, 1.13239)
C (0.24802, 1.80646, 0.55823)
H (-0.28601, -0.96142, -3.08586)
H (-1.43320, 0.16464, -1.31954)
H (-1.65706, -1.56392, -0.63644)
H (1.27351, -2.01570, 0.79176)
H (1.78075, -0.10733, 1.65767)
H (-1.14910, -0.61070, 1.50366)
H (-0.53218, 2.55466, 0.28758)
H (1.06484, 2.61170, 1.04977)
O (-0.64016, -1.53594, -2.44189)
O (0.12657, 1.02292, 1.57822)
O (0.82505, 0.91239, -0.46170)

Computed properties:
HOMO (eV): -9.434
LUMO energy (eV): 0.8
Kohn-Sham gap (eV): 10.21



Run 2
DFT (ωB97M-V with the def2-TZVPD basis set) results for one molecule with the formula C5H8O3.

Atoms and positions in Å:
C (-1.59178, 0.71840, 0.01832)
C (-0.66027, -0.24360, 0.42102)
C (0.09547, -1.13229, -0.49382)
C (1.12003, 0.23289, -0.03322)
C (2.09043, 0.29324, 0.89391)
O (-1.85528, 0.88689, -1.34039)
O (-0.80792, -0.70448, 1.73635)
O (-0.11282, -1.12574, -1.84068)
H (-2.28662, 1.74421, -1.47110)
H (-0.04918, -1.25741, 1.97583)
H (-0.74012, -0.39588, -2.03948)
H (-1.83763, 1.56463, 0.64737)
H (0.44388, -2.08368, -0.09888)
H (1.19786, 0.83068, -0.93492)
H (2.95101, 0.93249, 0.73604)
H (2.04294, -0.26037, 1.82365)

Computed properties:
HOMO (spin up / spin down) (eV): -6.868 / -6.869
LUMO energy (spin up / spin down) (eV): 0.6 / 0.6
Kohn-Sham gap (spin up / spin down) (eV): 7.49 / 7.49



Run 3
DFT (ωB97M-V with the def2-TZVPD basis set) results for C5H8O3 as an isolated structure.

Atoms and positions in Å:
C (0.56698, -0.48075, -1.86366)
C (-0.68034, -0.86933, -0.93944)
C (-0.57793, -0.54637, 0.45460)
C (-0.67135, -1.28980, 1.54843)
C (-0.36691, 0.96073, 0.59362)
H (1.69733, -1.48576, -0.68149)
H (0.46599, 0.49999, -1.83902)
H (0.81444, -0.98279, -2.60049)
H (-1.36990, -0.35237, -1.27252)
H (-0.60443, -1.73950, -1.32421)
H (-0.83381, -2.58246, 1.13055)
H (-0.28768, -0.95900, 2.51328)
H (0.41336, 0.49844, 2.04611)
O (1.85866, -0.63049, -1.10927)
O (0.29606, 1.40590, 1.74126)
O (-0.89448, 1.78166, -0.22368)

Computed properties:
HOMO (eV): -10.591
LUMO energy (eV): 0.1
Kohn-Sham gap (eV): 10.70



Run 4
DFT (ωB97M-V with the def2-TZVPD basis set) results for one molecule with the formula C5H8O3.

Atoms and positions in Å:
C (-1.44824, -1.06396, -0.35249)
C (-0.16943, -0.25295, 0.06701)
C (-0.03700, -0.26304, 1.54870)
C (0.74891, 1.30150, -1.32472)
C (1.44861, 0.17979, -1.38915)
H (-2.21397, -0.97661, 0.41758)
H (-1.94258, -0.57131, -1.24923)
H (-1.19041, -2.09879, -0.60596)
H (-0.99012, -0.12850, 2.08458)
H (0.58369, -1.07215, 1.76676)
H (0.49155, 1.51955, 1.45955)
H (0.86675, 2.37336, -1.53790)
H (2.28587, -0.10839, -1.97168)
O (0.80906, 0.78141, 1.89046)
O (-0.23734, 1.11508, -0.35844)
O (0.99464, -0.73501, -0.44507)

Computed properties:
SMILES: CC1(CO)OC=CO1
HOMO (eV): -8.367
LUMO energy (eV): 1.0
Kohn-Sham gap (eV): 9.32



Result of the stability comparison: run 4 is the most stable of them.